Entry 1:
The ion C4H9N4OSi with charge -1 at a distorted geometry. Source: OMol25; level of theory: ωB97M-V/def2-TZVPD.

The geometry in XYZ format:
```
19
Properties=species:S:1:pos:R:3:mulliken_spin:R:1
C 1.47 1.80 0.26 0.086
C -1.38 -0.95 1.30 0.009
C 0.50 -1.83 -1.12 0.019
C -1.41 0.81 -1.42 0.005
N 2.35 2.24 1.22 0.281
N 0.93 0.58 0.69 0.112
N 1.51 0.39 1.96 0.725
N 2.30 1.39 2.23 0.495
O 1.26 2.31 -0.83 0.254
Si -0.36 -0.29 -0.20 0.013
H -2.02 -1.82 1.05 -0.004
H -0.52 -1.26 2.08 0.004
H -1.98 -0.13 1.72 0.002
H 1.22 -1.33 -1.92 0.001
H 1.11 -2.53 -0.43 -0.003
H -0.23 -2.46 -1.76 -0.003
H -2.00 0.19 -1.95 0.000
H -2.01 1.54 -0.73 0.001
H -0.74 1.36 -2.15 0.000
```

Values from the calculation:
HOMO (alpha / beta), eV: -0.2 / -4.5
Total charge: -1
Frontier orbital gap (alpha / beta), eV: 3.6 / 7.6
Spin multiplicity: 3


Entry 2:
A cluster of 2 separate species, C4H9N4S in total at a distorted geometry. Source: OMol25; level of theory: ωB97M-V/def2-TZVPD.

The geometry in XYZ format:
```
18
Properties=species:S:1:pos:R:3:lowdin_charge:R:1
C 2.68 0.18 -0.58 0.143
C 2.37 1.39 -0.18 -0.184
C -0.04 1.05 0.41 -0.823
C 0.95 -1.11 0.30 -0.195
N 1.11 1.77 0.29 0.005
N -0.03 -0.31 0.47 0.050
N 1.27 -2.35 0.54 0.151
N -3.48 -0.33 -0.53 0.175
S -1.49 1.91 0.37 0.692
H 3.43 -0.41 -1.02 0.039
H 3.12 2.14 -0.15 0.112
H 0.99 2.71 0.71 0.149
H -4.25 0.18 -1.09 0.172
H 0.78 -2.87 1.28 0.142
H 2.26 -2.48 0.29 0.130
H -3.99 -1.07 0.16 0.212
H -2.73 0.40 -0.08 -0.027
H -2.95 -0.79 -1.18 0.059
```

Values from the calculation:
HOMO (alpha / beta), eV: -11.6 / -11.6
Total charge: +1
Frontier orbital gap (alpha / beta), eV: 8.0 / 8.0


Entry 3:
The ion C4H9N6O4 with charge +1 at a distorted geometry. Source: OMol25; level of theory: ωB97M-V/def2-TZVPD.

The geometry in XYZ format:
```
23
Properties=species:S:1:pos:R:3:lowdin_charge:R:1
C 0.38 -0.23 -0.62 -0.165
C 2.59 -0.53 -1.28 -0.021
C 1.78 -1.83 -1.40 -0.063
C -0.80 0.59 -0.12 0.057
N -1.12 1.71 1.86 0.034
N -2.85 0.25 0.93 0.016
N 1.50 0.41 -0.91 0.143
N 0.51 -1.49 -0.85 0.137
N -0.42 1.62 0.86 -0.289
N -1.91 -0.40 0.46 -0.243
O 0.47 2.41 0.51 -0.014
O -1.73 -1.60 0.48 -0.004
O -0.80 2.66 2.72 0.050
O -3.87 -0.30 1.55 0.137
H 3.27 -0.54 -0.47 0.132
H 3.01 -0.48 -2.25 0.122
H 1.54 -2.33 -2.27 0.123
H 2.12 -2.58 -0.76 0.122
H -1.24 1.22 -0.83 0.168
H 1.57 1.37 -0.87 0.117
H -0.30 -2.01 -0.65 0.120
H 0.04 3.30 2.40 0.224
H -3.74 -1.23 1.50 0.100
```

Values from the calculation:
HOMO, eV: -13.6
Total charge: +1
Frontier orbital gap, eV: 9.9


Entry 4:
The ion C4H9N6S2 with charge +1 at a distorted geometry. Source: OMol25; level of theory: ωB97M-V/def2-TZVPD.

The geometry in XYZ format:
```
21
Properties=species:S:1:pos:R:3:lowdin_charge:R:1
C -3.03 0.41 -1.69 -0.902
C 3.61 -0.51 1.07 -0.431
C 1.01 0.08 0.87 -0.814
C 0.18 1.01 0.01 -0.114
N 2.75 -1.32 0.19 0.031
N 1.59 -0.99 0.13 0.003
N -1.67 0.55 -1.39 0.129
N -1.01 0.27 -0.29 0.051
N -3.26 -0.26 -2.80 0.175
N 0.16 -0.48 1.81 0.030
S -3.90 1.52 -0.82 0.800
S 2.59 0.93 1.57 0.892
H 3.78 -1.12 1.93 0.071
H 4.56 -0.40 0.66 0.068
H 0.47 1.47 -0.92 0.142
H -0.22 1.85 0.60 0.156
H -2.57 -0.79 -3.29 0.135
H -4.14 -0.62 -2.89 0.093
H -1.40 -0.39 0.43 0.184
H -0.05 0.19 2.64 0.164
H 0.54 -1.40 2.16 0.138
```

Values from the calculation:
HOMO, eV: -12.5
Total charge: +1
Frontier orbital gap, eV: 6.5


Entry 5:
A cluster of 2 separate species, C4H9NO in total at a distorted geometry. Source: OMol25; level of theory: ωB97M-V/def2-TZVPD.

The geometry in XYZ format:
```
15
Properties=species:S:1:pos:R:3:mulliken_spin:R:1
N 0.96 2.06 -0.47 0.045
C 0.76 0.72 -0.55 -0.097
C -0.30 -0.08 -0.86 0.454
C -0.25 -1.48 -0.95 0.106
C 0.44 -2.27 -0.12 0.316
H 1.23 2.65 -1.32 -0.014
H 0.38 2.57 0.12 -0.076
H 1.69 0.17 -0.39 0.095
H -1.20 0.51 -0.97 0.101
H -0.73 -1.85 -1.96 0.029
H 0.39 -3.35 -0.03 -0.010
H 1.16 -2.14 0.65 0.042
H -1.06 1.12 1.77 -0.004
H -1.73 0.31 2.74 -0.031
O -1.73 1.05 2.35 0.042
```

Values from the calculation:
HOMO (alpha / beta), eV: 0.7 / -3.0
Total charge: -1
Frontier orbital gap (alpha / beta), eV: 3.7 / 7.1
Spin multiplicity: 2


Entry 6:
An isolated molecule of C4H9NO at a distorted geometry. Source: OMol25; level of theory: ωB97M-V/def2-TZVPD.

The geometry in XYZ format:
```
15
Properties=species:S:1:pos:R:3:lowdin_charge:R:1
O -2.56 0.04 1.76 0.065
C -1.75 -0.84 1.69 -0.288
C -0.70 -0.90 0.66 -0.178
C -0.24 0.42 -0.04 -0.200
C 1.05 0.20 -0.79 -0.313
N 1.55 1.50 -1.31 -0.008
H -1.71 -1.67 2.42 0.120
H 0.24 -1.20 1.17 0.113
H -0.83 -1.68 -0.09 0.124
H -0.17 1.22 0.69 0.117
H -1.05 0.59 -0.76 0.115
H 1.83 -0.20 -0.14 0.110
H 0.92 -0.56 -1.57 0.108
H 0.94 1.76 -2.07 0.065
H 2.48 1.31 -1.64 0.051
```

Values from the calculation:
HOMO, eV: -9.7
Frontier orbital gap, eV: 10.6


Entry 7:
A cluster of 2 separate species, C4H9NO in total. Source: OMol25; level of theory: ωB97M-V/def2-TZVPD.

The geometry in XYZ format:
```
15
Properties=species:S:1:pos:R:3:lowdin_charge:R:1
C 2.75 -0.06 0.51 -0.127
C 2.19 0.91 -0.22 -0.129
C -0.35 0.26 -0.25 -0.189
O -0.15 -0.83 0.48 -0.013
N -1.64 0.38 -0.53 -0.074
C -2.71 -0.52 -0.11 -0.087
H 0.82 -0.84 0.65 0.043
H 3.16 -0.95 0.05 0.055
H 2.86 0.04 1.59 0.055
H 1.80 1.82 0.22 0.053
H 2.10 0.84 -1.30 0.054
H -1.88 1.19 -1.08 0.112
H -3.66 -0.12 -0.47 0.081
H -2.55 -1.52 -0.52 0.084
H -2.74 -0.59 0.98 0.083
```

Values from the calculation:
HOMO, eV: -8.2
Frontier orbital gap, eV: 9.2


Entry 8:
An isolated molecule of C4H9NO at a distorted geometry. Source: OMol25; level of theory: ωB97M-V/def2-TZVPD.

The geometry in XYZ format:
```
15
Properties=species:S:1:pos:R:3:lowdin_charge:R:1
C -0.64 -1.35 -0.79 -0.355
N -0.89 -0.03 -0.44 0.015
C -0.08 2.25 0.35 -0.053
C -0.04 0.70 0.50 -0.436
C 1.40 0.19 0.47 -0.091
O 0.02 -2.18 -0.18 0.002
H -1.19 -1.77 -1.60 0.111
H -1.24 0.61 -1.28 0.182
H 0.69 2.58 -0.20 0.022
H 0.17 2.65 1.36 0.099
H -1.05 2.50 -0.04 0.066
H -0.49 0.34 1.58 0.176
H 1.67 -0.54 1.32 0.093
H 1.52 -0.55 -0.37 0.071
H 2.10 1.12 0.55 0.099
```

Values from the calculation:
HOMO, eV: -9.6
Frontier orbital gap, eV: 10.5


Entry 9:
An isolated molecule of C4H9NO at a distorted geometry. Source: OMol25; level of theory: ωB97M-V/def2-TZVPD.

The geometry in XYZ format:
```
15
Properties=species:S:1:pos:R:3:lowdin_charge:R:1
C -1.58 -0.76 -0.13 0.056
C -1.20 0.23 0.85 -0.167
N 1.36 -0.83 -1.56 0.045
C 0.48 0.31 0.70 -0.295
C 1.10 1.53 0.67 -0.039
O 0.21 -0.49 -0.80 -0.311
H 1.46 -1.84 -1.48 0.077
H 1.16 -0.61 -2.53 0.076
H -2.14 -0.48 -1.02 0.081
H -1.55 -1.81 0.13 0.085
H -1.37 -0.07 1.89 0.108
H -1.58 1.22 0.65 0.103
H 0.95 -0.47 1.30 0.112
H 0.70 2.34 0.08 0.039
H 2.00 1.71 1.24 0.032
```

Values from the calculation:
HOMO (alpha / beta), eV: -7.0 / -7.0
Frontier orbital gap (alpha / beta), eV: 7.2 / 7.2


Entry 10:
An isolated molecule of C4H9NO at a distorted geometry. Source: OMol25; level of theory: ωB97M-V/def2-TZVPD.

The geometry in XYZ format:
```
15
Properties=species:S:1:pos:R:3:lowdin_charge:R:1
C -0.10 -0.59 -1.77 -0.084
C -0.99 -0.08 -0.57 -0.238
C 0.45 1.05 1.18 -0.602
C 0.91 -0.35 1.59 0.024
H 0.86 -1.27 -1.39 0.138
H -0.58 -1.22 -2.26 -0.044
H 0.03 0.05 -2.55 0.035
H -1.89 0.37 -1.21 0.147
H -1.34 -0.98 -0.11 0.095
H -0.93 2.16 0.07 0.250
H 1.35 -1.12 0.84 0.119
H 1.63 -0.29 2.18 -0.018
H 0.24 -0.84 2.20 0.063
N -0.40 1.07 0.12 0.008
O 0.76 2.05 1.67 0.108
```

Values from the calculation:
HOMO, eV: -9.5
Frontier orbital gap, eV: 10.4


Entry 11:
A structure of composition C4H9NO at a distorted geometry. Source: OMol25; level of theory: ωB97M-V/def2-TZVPD.

The geometry in XYZ format:
```
15
Properties=species:S:1:pos:R:3:lowdin_charge:R:1
C 0.30 0.85 1.45 -0.206
C 0.55 -0.63 0.26 -0.119
C -0.11 0.04 -0.78 -0.241
N 0.29 -1.48 -1.71 -0.038
C -0.88 0.98 -1.27 0.061
O -0.86 0.89 2.25 -0.094
H -0.92 0.06 2.74 0.086
H 1.15 -1.97 -1.94 0.018
H -0.47 -1.99 -2.15 0.010
H 1.19 0.70 2.08 0.077
H 0.40 1.86 1.04 0.091
H 0.03 -1.45 0.75 0.105
H 1.63 -0.66 0.26 0.106
H -1.18 0.96 -2.31 0.073
H -1.14 1.83 -0.66 0.073
```

Values from the calculation:
HOMO, eV: -7.8
Frontier orbital gap, eV: 8.7


Entry 12:
An isolated molecule of C4H9NO. Source: OMol25; level of theory: ωB97M-V/def2-TZVPD.

The geometry in XYZ format:
```
15
Properties=species:S:1:pos:R:3:lowdin_charge:R:1
O -1.88 0.62 -0.66 -0.084
C -1.69 0.15 0.66 -0.241
C -0.26 -0.39 0.91 -0.186
N 0.39 -0.62 -0.38 -0.148
C 0.95 0.57 -1.01 -0.153
C 1.84 -0.46 -0.42 -0.140
H -1.43 -0.03 -1.22 0.074
H -2.44 -0.62 0.91 0.108
H -1.88 1.00 1.33 0.112
H 0.32 0.31 1.53 0.112
H -0.30 -1.35 1.44 0.117
H 0.81 0.64 -2.09 0.108
H 0.84 1.51 -0.48 0.115
H 2.34 -0.18 0.51 0.104
H 2.38 -1.15 -1.05 0.102
```

Values from the calculation:
HOMO, eV: -9.4
Frontier orbital gap, eV: 10.6


Entry 13:
An isolated molecule of C4H9NO. Source: OMol25; level of theory: ωB97M-V/def2-TZVPD.

The geometry in XYZ format:
```
15
Properties=species:S:1:pos:R:3:lowdin_charge:R:1
C 1.49 -0.54 -0.73 -0.093
C 0.16 0.12 -1.13 -0.223
C -0.26 0.51 1.87 -0.015
C -1.27 0.70 1.00 -0.527
O -2.24 1.39 0.76 0.004
N -1.00 -0.38 -0.33 0.051
H 2.22 -0.42 -1.54 0.077
H 1.35 -1.61 -0.57 0.077
H 1.91 -0.10 0.17 0.065
H 0.22 1.21 -0.97 0.126
H -0.04 -0.06 -2.19 0.110
H 0.42 -0.32 1.78 0.023
H -0.18 1.16 2.73 0.045
H -1.89 -0.31 -0.83 0.143
H -0.88 -1.34 -0.02 0.137
```

Values from the calculation:
HOMO, eV: -7.6
Frontier orbital gap, eV: 8.3


Entry 14:
An isolated molecule of C4H9NO at a distorted geometry. Source: OMol25; level of theory: ωB97M-V/def2-TZVPD.

The geometry in XYZ format:
```
15
Properties=species:S:1:pos:R:3:lowdin_charge:R:1
C 1.32 0.32 -0.21 -0.303
C 0.96 -1.06 0.14 -0.201
C -1.52 -0.55 0.14 -0.137
C -0.98 0.91 -0.27 -0.273
H 1.72 0.22 -1.23 0.120
H 2.30 0.53 0.44 0.166
H 1.49 -1.75 -0.53 0.110
H 0.89 -1.67 1.22 0.171
H -2.44 -0.71 -0.42 0.106
H -1.51 -0.55 1.35 0.151
H -1.68 1.57 0.34 0.131
H -0.96 1.01 -1.41 0.140
H 0.46 1.80 0.89 0.173
N 0.33 1.22 -0.02 -0.118
O -0.38 -1.28 -0.44 -0.237
```

Values from the calculation:
HOMO, eV: -8.1
Frontier orbital gap, eV: 9.2


Entry 15:
A cluster of 2 separate species, C4H9NO in total. Source: OMol25; level of theory: ωB97M-V/def2-TZVPD.

The geometry in XYZ format:
```
15
Properties=species:S:1:pos:R:3:lowdin_charge:R:1
C 1.24 -0.08 1.41 -0.112
C 0.25 1.04 1.22 -0.257
C -1.06 0.85 1.01 -0.033
N -0.94 -1.38 -1.27 0.093
C -0.29 -0.74 -2.14 -0.362
O 0.24 0.47 -1.92 0.022
H 2.23 0.19 1.04 0.072
H 1.34 -0.33 2.47 0.076
H 0.90 -0.99 0.88 0.064
H 0.00 0.73 -1.01 0.057
H 0.63 2.06 1.28 0.097
H -1.75 1.69 0.90 0.062
H -1.47 -0.15 0.92 0.051
H -1.26 -2.27 -1.64 0.046
H -0.06 -1.08 -3.16 0.125
```

Values from the calculation:
HOMO, eV: -9.7
Frontier orbital gap, eV: 10.8